1.
A structure of composition C20H36EuNOP2, computed with wB97M-V/def2-TZVPD.

```
61
Properties=species:S:1:pos:R:3
P 4.270 0.686 -2.147
P 2.309 -2.785 -1.868
C 4.553 -1.068 -2.241
C 3.499 -1.865 -2.980
H 4.685 -1.423 -0.771
H 5.568 -1.288 -2.618
H 2.994 -1.277 -3.805
H 4.050 -2.675 -3.476
C 3.242 -4.374 -2.103
H 2.709 -5.156 -1.550
H 4.290 -4.309 -1.787
H 3.206 -4.620 -3.180
C 1.049 -3.353 -3.228
H 1.246 -4.420 -3.387
H 1.183 -2.901 -4.245
H 0.019 -3.252 -2.837
C 6.056 1.130 -2.185
H 6.257 2.139 -1.811
H 6.360 1.084 -3.243
H 6.675 0.415 -1.620
C 3.510 1.491 -3.552
H 2.913 0.806 -4.176
H 4.334 1.900 -4.150
H 2.881 2.323 -3.207
Eu 0.760 -0.674 -3.315
C 3.183 -2.602 0.223
C 4.639 -2.330 -0.002
C 5.301 -2.140 1.370
C 5.543 -0.674 1.785
C 5.190 0.370 0.803
C 3.984 0.687 0.267
C 2.739 -0.157 0.198
C 2.574 -1.457 1.006
C 0.035 1.603 -3.393
H 2.961 -3.610 0.607
H 5.152 -3.167 -0.501
H 6.257 -2.692 1.368
H 4.683 -2.582 2.158
H 5.056 -0.477 2.750
H 6.631 -0.609 1.958
H 6.006 1.102 0.642
H 3.793 1.747 0.027
H 2.679 -0.472 -0.872
H 1.842 0.480 0.300
H 3.010 -1.368 2.012
H 1.494 -1.618 1.099
H -0.698 1.653 -4.218
H 0.910 2.237 -3.584
H -0.447 1.860 -2.431
O -1.037 -1.183 -1.914
N -1.936 -0.872 -0.954
C -1.618 -1.091 0.350
C -2.380 -0.506 1.345
C -3.513 0.237 1.022
C -3.880 0.336 -0.319
C -3.098 -0.248 -1.305
H -0.714 -1.675 0.550
H -2.067 -0.624 2.382
H -4.107 0.719 1.799
H -4.764 0.882 -0.632
H -3.320 -0.183 -2.366
```

Output
<S²>: 20.02
2S+1: 9
E_HOMO (spin up / spin down) in eV: -5.0 / -4.2
Energy above the lowest of the compared OMol25 structures with the same formula, charge and spin in kJ/mol: 334.3
Gap between HOMO and LUMO (spin up / spin down) in eV: 4.3 / 3.5



2.
A structure of composition C20H36MnN6S2, computed with wB97M-V/def2-TZVPD.

```
65
Properties=species:S:1:pos:R:3
Mn 0.589 0.458 -0.040
C 2.995 3.238 0.876
C 1.633 2.640 0.836
C 0.764 2.973 -0.247
C 1.305 3.769 -1.407
C -0.583 2.630 -0.186
C -1.493 3.137 -1.271
C -1.089 1.894 0.946
C -2.561 1.684 1.081
C -0.210 1.535 2.019
C -0.732 0.975 3.320
C 1.154 1.842 1.927
C 2.087 1.517 3.062
H 3.681 2.706 0.203
H 3.424 3.227 1.871
H 2.951 4.270 0.528
H 1.235 4.840 -1.188
H 0.754 3.586 -2.325
H 2.355 3.546 -1.593
H -1.293 2.636 -2.222
H -1.311 4.201 -1.429
H -2.545 3.020 -1.041
H -2.990 2.576 1.558
H -2.809 0.830 1.702
H -3.052 1.562 0.121
H -0.277 0.017 3.577
H -1.809 0.853 3.333
H -0.477 1.670 4.124
H 2.167 2.384 3.727
H 3.091 1.287 2.709
H 1.738 0.685 3.666
C 3.478 -4.532 0.116
C 3.614 -3.228 -0.579
N 4.512 -2.927 -1.457
N 4.220 -1.639 -1.830
C 3.184 -1.133 -1.204
S 2.520 0.439 -1.359
N 2.762 -2.135 -0.407
N 1.681 -1.998 0.467
H 4.396 -5.094 -0.031
H 2.655 -5.110 -0.308
H 3.305 -4.411 1.187
H 4.799 -1.186 -2.523
H 1.988 -2.276 1.393
H 0.940 -2.625 0.171
C -1.345 -3.585 1.074
C -1.643 -2.107 1.282
N -2.649 -1.596 0.340
C -2.456 -1.030 -0.851
S -0.872 -0.577 -1.473
N -3.495 -0.872 -1.647
C -3.551 -0.301 -3.020
C -3.746 -1.388 -4.064
H -0.652 -3.950 1.836
H -0.927 -3.773 0.080
H -2.259 -4.174 1.162
H -0.754 -1.513 1.174
H -2.027 -1.935 2.285
H -3.588 -1.924 0.528
H -4.366 -1.293 -1.346
H -2.637 0.253 -3.193
H -4.381 0.403 -3.032
H -2.862 -2.023 -4.147
H -3.933 -0.930 -5.035
H -4.607 -2.016 -3.825
```

Output
<S²>: 6.38
2S+1: 5
E_HOMO (spin up / spin down) in eV: -17.9 / -18.1
Gap between HOMO and LUMO (spin up / spin down) in eV: 5.6 / 8.1
Total charge: +3



Q: What is the formula in the first record?
A: C20H36EuNOP2



Q: What is the <S²> in the second record?
A: 6.38



Q: Which of these has the lowest 2S+1?
A: C20H36MnN6S2